No. 1
The ion C8H15N2O with charge +1 in a non-equilibrium geometry. Source: OMol25; level of theory: wB97M-V/def2-TZVPD.

Each line ends with the natural charge from an NBO analysis.
Element x y z (Å)
C1 3.5207 0.1356 -0.6093  -0.6433
C2 2.2295 -0.5792 -0.1575  -0.1572
C3 1.4467 -0.2159 0.8498  -0.2922
C4 0.3004 -0.9471 1.5162  -0.1421
C5 -0.9624 -1.0029 1.0735  -0.2724
C6 -1.5490 -0.7274 -0.3118  0.2619
N1 -0.6432 -1.0187 -1.3820  -0.8501
O1 -2.9112 -1.0845 -0.4375  -0.6637
C7 -1.5303 0.7365 -0.0632  0.4943
C8 -2.7248 1.3231 0.6438  -0.6726
N2 -0.4693 1.3555 -0.4493  -0.6579
H1 3.8057 0.9176 0.0934  0.2257
H2 3.2503 0.8036 -1.5067  0.2297
H3 4.1701 -0.7044 -0.7000  0.2424
H4 2.1152 -1.4983 -0.7154  0.1947
H5 1.5986 0.8521 1.3614  0.2249
H6 0.7010 -1.1901 2.5383  0.2591
H7 -1.8039 -1.4833 1.7963  0.2658
H8 0.1226 -1.6158 -1.1650  0.3967
H9 -1.1531 -1.4250 -2.1327  0.3968
H10 -2.8425 -1.9347 -0.8067  0.4855
H11 -3.0683 0.6740 1.2976  0.2483
H12 -3.5127 1.6390 -0.1863  0.2929
H13 -2.5906 2.3545 0.9973  0.2483
H14 0.2227 0.8003 -0.8893  0.4608
H15 -0.3369 2.2724 -0.0736  0.4238

Output
- energy relative to the best compared isomer or geometry (same formula, charge and spin) (eV) = 3.679
- LUMO (eV) = -3.92
- 2S+1 = 1
- net charge = +1
- SMILES = C/C=C/C=C\[C@@](N)(O)C(C)=[NH2+]
- HOMO-LUMO gap (eV) = 9.5
- electronic energy (eV) = -13557.6109

=====

No. 2
A cluster of 2 separate species, C8H15N2O in total in a non-equilibrium geometry. Source: OMol25; level of theory: wB97M-V/def2-TZVPD.

Each line ends with the natural charge from an NBO analysis.
Element x y z (Å)
C1 -3.1028 -0.2605 1.9845  -0.3508
C2 -1.8843 -0.2656 1.5918  -0.1790
C3 0.2727 0.0016 -0.7171  0.5615
C4 0.5249 -0.8038 2.1999  -0.4307
C5 -0.8659 -1.2864 1.8601  -0.3060
C6 0.2385 -1.4489 0.9135  0.3517
C7 2.3353 2.5970 -1.2382  -0.6249
C8 1.9186 1.2439 -1.9287  -0.0965
N1 -0.5422 0.1758 -1.7393  -0.7721
N2 0.7634 -2.5472 0.3428  -0.7571
O1 1.4476 0.3480 -0.9321  -0.4684
H1 -3.8098 0.4826 1.8494  0.2208
H2 -3.4210 -1.1361 2.6323  0.2031
H3 -1.3642 0.5768 0.9978  0.1794
H4 0.6523 0.3474 2.1172  0.2540
H5 1.1012 -1.4158 2.8345  0.2542
H6 -1.2289 -2.0783 2.3231  0.2412
H7 3.2477 2.5004 -0.6488  0.2360
H8 2.4999 3.3135 -2.1007  0.2405
H9 1.4590 2.8954 -0.5740  0.2160
H10 2.7603 0.7476 -2.5109  0.2345
H11 1.0892 1.4744 -2.7065  0.1668
H12 -0.4199 1.0432 -2.2552  0.3966
H13 -1.4256 -0.0820 -1.6562  0.4001
H14 0.1950 -3.2096 -0.1477  0.4211
H15 1.7399 -2.3714 0.2330  0.4078

Output
- energy relative to the best compared isomer or geometry (same formula, charge and spin) (eV) = 5.580
- LUMO (eV) = -3.11
- 2S+1 = 1
- net charge = +1
- HOMO-LUMO gap (eV) = 9.9
- electronic energy (eV) = -13555.7100

=====

No. 3
A cluster of 2 separate species, C8H15N2O in total in a non-equilibrium geometry. Source: OMol25; level of theory: wB97M-V/def2-TZVPD.

Each line ends with the natural charge from an NBO analysis.
Element x y z (Å)
C1 -2.7815 0.9951 -0.6904  -0.2949
C2 -1.4052 1.3169 -0.6082  -0.3721
C3 -2.9916 -0.1497 -0.0048  -0.0441
C4 -0.8348 0.2954 0.0709  0.1712
C5 1.1955 -0.6020 -1.7240  -0.7030
C6 -1.5204 -1.9353 0.9821  -0.3890
C7 2.0644 1.3996 1.4487  -0.4386
C8 1.1771 -0.2658 -0.2250  0.4622
N1 -1.7680 -0.6215 0.4148  -0.3937
N2 1.8988 0.9723 0.0319  -0.5451
O1 1.5105 -1.3116 0.6656  -0.7183
H1 -3.4716 1.8087 -1.0419  0.2470
H2 -0.9684 2.3023 -0.9394  0.2278
H3 -4.0507 -0.6430 0.2468  0.2481
H4 0.6754 0.1172 -2.4061  0.2619
H5 0.7205 -1.5439 -1.9856  0.2678
H6 2.1569 -0.5612 -2.0901  0.2164
H7 -0.7194 -2.4309 0.2540  0.1900
H8 -0.9435 -1.7706 1.8141  0.2184
H9 -2.5391 -2.5259 0.9001  0.2500
H10 2.4804 0.5919 2.0179  0.2545
H11 2.6690 2.4047 1.5310  0.2510
H12 1.1300 1.5330 1.9328  0.2515
H13 1.4528 1.5679 -0.6444  0.4468
H14 2.8200 1.0931 -0.2425  0.4257
H15 2.0431 -2.0368 0.2918  0.5085

Output
- energy relative to the best compared isomer or geometry (same formula, charge and spin) (eV) = 5.154
- LUMO (eV) = -3.16
- 2S+1 = 1
- net charge = +1
- HOMO-LUMO gap (eV) = 8.6
- electronic energy (eV) = -13556.1367

=====

No. 4
A structure of composition C8H15N2O2 in a non-equilibrium geometry. Source: OMol25; level of theory: wB97M-V/def2-TZVPD.

Each line ends with the natural charge from an NBO analysis.
Element x y z (Å)
C1 -1.8022 -1.5112 -0.9167  -0.3041
C2 0.1429 1.5579 -0.6999  0.1948
C3 -0.9063 -0.6368 -0.4892  0.1071
C4 0.5541 -1.1054 0.8343  0.8933
C5 0.6199 -4.4012 2.1900  -0.6481
C6 1.0662 3.7791 -1.1186  -0.4166
C7 -1.3230 3.4151 -1.1653  -0.4590
C8 1.3550 -3.2141 1.5937  -0.0822
N1 -0.0099 2.8490 -0.9547  -0.3187
N2 -0.8055 0.7217 -0.8270  -0.4800
O1 1.0498 -0.1896 1.4089  -0.5490
O2 0.5152 -2.3566 0.8107  -0.4812
H1 -2.4964 -1.1877 -1.6761  0.1918
H2 -1.9309 -2.3896 -0.4323  0.2118
H3 1.1330 1.2233 -0.3889  0.2359
H4 -0.2207 -4.0664 2.7774  0.2276
H5 0.2296 -5.2415 1.4962  0.2381
H6 1.4526 -5.0110 2.7108  0.2500
H7 1.9125 3.7049 -0.5096  0.2308
H8 1.4853 3.6398 -2.1718  0.2169
H9 0.6869 4.7986 -0.8940  0.2271
H10 -1.9018 2.9723 -0.2259  0.2180
H11 -1.2490 4.5012 -0.9920  0.2407
H12 -1.9037 3.3190 -2.1315  0.2303
H13 2.0108 -3.5579 0.8866  0.1990
H14 1.9495 -2.5974 2.2720  0.2104
H15 -1.6138 0.9845 -1.3872  0.4152

Output
- <S²> = 2.01
- energy relative to the best compared isomer or geometry (same formula, charge and spin) (eV) = 0.183
- LUMO (alpha / beta) (eV) = -2.52 / -6.56
- 2S+1 = 3
- net charge = +1
- HOMO-LUMO gap (alpha / beta) (eV) = 6.5 / 7.0
- electronic energy (eV) = -15600.8736

=====

No. 5
A structure of composition C8H15N2O2Pd in a non-equilibrium geometry. Source: OMol25; level of theory: wB97M-V/def2-TZVPD.

Each line ends with the natural charge from an NBO analysis.
Element x y z (Å)
C1 -1.3720 -0.0870 -3.0967  -1.1417
Pd1 0.4951 0.3503 -2.4383  0.6969
N1 2.1550 -0.2858 -1.2493  -1.0626
N2 1.3849 -0.7865 -3.9898  -1.0566
H1 1.7991 -1.0531 -0.6352  0.4161
H2 1.7002 1.3837 -2.5906  -0.3595
H3 -2.1454 0.4923 -2.5707  0.1922
H4 -1.6859 -1.1207 -2.8672  0.1803
H5 -1.3451 0.0342 -4.1950  0.1567
H6 1.6130 -1.6995 -3.6013  0.3691
H7 2.2389 -0.2881 -4.2676  0.3824
H8 0.7588 -0.8894 -4.7887  0.3840
H9 3.0020 -0.5580 -1.7275  0.3522
H10 2.3946 0.4890 -0.6370  0.3895
O1 0.1616 -1.4853 0.3337  -0.7482
C2 -0.2318 -0.3258 0.4958  0.7527
O2 -0.2504 0.6191 -0.3954  -0.7676
C3 -0.6433 0.0480 1.9215  -0.1325
C4 -0.9246 1.3716 2.2569  -0.1785
C5 -1.1538 1.7503 3.5786  -0.2361
C6 -1.1571 0.8006 4.6040  -0.2331
C7 -0.9510 -0.5436 4.2753  -0.2419
C8 -0.7111 -0.9270 2.9444  -0.1767
H11 -0.9534 2.0961 1.4460  0.2401
H12 -1.3205 2.7955 3.7964  0.1981
H13 -1.3194 1.1073 5.6415  0.1978
H14 -0.9668 -1.3049 5.0650  0.1971
H15 -0.5715 -1.9834 2.6910  0.2296

Output
- <S²> = 2.01
- energy relative to the best compared isomer or geometry (same formula, charge and spin) (eV) = 0.000
- LUMO (alpha / beta) (eV) = 3.39 / 3.33
- 2S+1 = 3
- net charge = -1
- HOMO-LUMO gap (alpha / beta) (eV) = 5.0 / 6.9
- electronic energy (eV) = -19092.6864